[1]
This record from the OMol25 dataset describes 2 unconnected molecules or ions with the total composition C6H16NO. The level of theory is ωB97M-V with the def2-TZVPD basis set.

The HOMO energy (spin up / spin down) is -8.769 / -8.762 eV. The spin multiplicity is 2. The relative energy (zero: lowest compared OMol25 entry of this formula, charge and spin) comes out at 35.44 kJ/mol. As for the frontier orbital gap (spin up / spin down): 9.7 / 6.9 eV. Its expectation value of S² is 0.754.

Geometry as XYZ:
```
24
Properties=species:S:1:pos:R:3:forces:R:3
C -1.970260 0.973901 0.714664 -0.433 0.080 -0.656
O -0.603500 0.988948 0.657184 -0.579 0.204 0.331
C -2.563370 0.662631 -0.670821 0.285 -0.302 0.298
C -2.244769 1.742257 -1.693944 0.250 -0.112 -0.055
H -2.293266 1.990143 1.017406 0.267 0.039 0.062
H -2.366319 0.310694 1.493993 0.209 -0.081 0.106
H -3.627502 0.420751 -0.606029 0.014 0.216 0.117
H -2.056340 -0.270321 -0.942084 -0.205 0.021 -0.305
H -2.656671 1.489988 -2.674151 0.108 0.048 0.078
H -1.156262 1.818456 -1.771416 -0.128 0.050 -0.173
H -2.608030 2.734712 -1.416022 -0.166 -0.122 0.109
C 1.989357 -0.707613 1.268839 -0.139 0.278 -0.008
C 1.870843 -0.917699 -0.230063 -0.196 -0.647 -0.148
C 1.739301 -2.412846 -0.571059 0.271 0.281 -0.056
N 2.141328 0.722300 1.532611 -0.005 0.136 0.082
H 2.876229 -1.238427 1.632344 -0.070 0.071 0.025
H 1.110037 -1.146107 1.775941 0.147 -0.006 -0.102
H 2.734519 -0.445631 -0.710823 -0.040 -0.232 0.007
H 0.988344 -0.401867 -0.611863 -0.021 0.153 0.067
H 0.824026 -2.848547 -0.162061 0.066 0.094 0.105
H 2.592049 -2.965348 -0.172599 -0.034 -0.084 0.062
H 1.721420 -2.595753 -1.643738 -0.005 0.096 -0.114
H 2.281273 0.903994 2.518848 0.013 -0.050 -0.002
H 1.277561 1.191383 1.264844 0.390 -0.133 0.167
```
Positions in Å, forces in eV/Å.

[2]
This record from the OMol25 dataset describes 2 unconnected molecules or ions with the total composition C23H19NO4 at a distorted geometry. The level of theory is ωB97M-V with the def2-TZVPD basis set.

The HOMO energy is -8.381 eV. The relative energy (zero: lowest compared OMol25 entry of this formula, charge and spin) comes out at 296.40 kJ/mol. As for the frontier orbital gap: 7.2 eV.

Geometry as XYZ:
```
47
Properties=species:S:1:pos:R:3:forces:R:3
C 4.778641 -0.403484 4.339574 -0.044 0.007 -0.490
O 4.869230 0.246977 3.061058 -0.421 -0.379 -0.112
C 3.955025 -0.083984 2.110822 0.173 0.122 0.104
C 3.936072 0.774379 0.984124 -0.026 -0.346 0.953
C 2.910635 0.662068 0.083645 -0.197 -0.496 -0.334
C 1.956426 -0.409744 0.180857 1.063 0.437 1.116
C 0.954229 -0.494345 -0.821109 0.051 1.220 -1.226
C -0.058964 -1.475087 -0.912245 -1.608 -0.929 -0.308
C -0.582513 -1.782070 -2.212865 0.438 0.186 0.516
C -1.534538 -2.753093 -2.385368 -0.609 -0.352 0.291
C -2.068846 -3.420606 -1.259078 0.479 -0.178 -0.040
O -3.005861 -4.362927 -1.553088 0.444 0.456 0.602
C -3.550374 -5.111436 -0.460040 0.221 0.292 -0.247
C -1.601166 -3.120951 0.043911 -0.474 -0.175 -0.697
C -0.660582 -2.120519 0.208250 0.338 0.298 -0.869
C 2.125699 -1.361517 1.232500 -0.132 0.873 -0.856
C 3.087426 -1.187576 2.206737 0.293 0.500 -0.003
H 5.558200 0.075818 4.939073 -0.285 -0.284 -0.023
H 3.779061 -0.253363 4.776112 0.331 0.051 -0.060
H 4.957105 -1.482931 4.227211 0.126 0.297 0.179
H 4.719953 1.531293 0.953880 -0.407 -0.039 -0.174
H 2.845560 1.395755 -0.729233 -0.234 -0.374 0.225
H 1.145444 0.107951 -1.721153 0.222 -0.980 0.342
H -0.213164 -1.237072 -3.087773 -0.006 -0.179 0.399
H -1.949061 -3.043168 -3.358524 0.309 0.307 0.372
H -4.325627 -5.714386 -0.926431 -0.007 -0.055 0.301
H -2.774895 -5.738909 -0.005150 -0.157 -0.005 -0.096
H -3.958803 -4.439510 0.304918 -0.108 -0.183 -0.204
H -2.005010 -3.651756 0.902431 0.058 0.298 -0.139
H -0.423575 -1.782781 1.208531 -0.011 -0.077 -0.096
H 1.503713 -2.242232 1.247506 0.079 -0.014 0.071
H 3.161319 -1.888331 3.030416 0.016 0.076 -0.145
C -2.423778 5.548150 -1.517782 -0.162 -0.504 0.257
C -1.231222 4.897400 -1.868173 0.023 -0.136 0.041
C -1.055122 3.583684 -1.462341 -0.374 0.365 0.051
C -2.036763 2.920019 -0.746408 -0.525 0.570 -0.111
C -3.230114 3.528553 -0.402261 -0.016 0.298 -0.049
C -3.417271 4.869992 -0.785042 0.432 -0.206 -0.162
C -1.551326 1.539020 -0.478351 -0.090 -1.154 0.579
O -2.188040 0.650772 0.109093 0.897 1.124 -0.712
N -0.277914 1.440278 -0.994431 0.161 -0.091 0.236
C 0.092575 2.619105 -1.632179 -0.288 -0.331 0.326
O 1.135977 2.857763 -2.220722 -0.187 -0.365 0.297
H -2.589893 6.582613 -1.809264 0.051 -0.183 0.035
H -0.444507 5.378830 -2.441296 -0.158 0.101 0.073
H -3.977047 2.962813 0.155411 0.121 0.244 -0.138
H -4.336316 5.388545 -0.515753 0.201 -0.107 -0.079
```
Positions in Å, forces in eV/Å.

[3]
This record from the OMol25 dataset describes 6 unconnected molecules or ions with the total composition CH14O6 at a distorted geometry. The level of theory is ωB97M-V with the def2-TZVPD basis set.

The HOMO energy is -10.350 eV. The relative energy (zero: lowest compared OMol25 entry of this formula, charge and spin) comes out at 43.98 kJ/mol. The SMILES is CO.O.O.O.O.O. As for the frontier orbital gap: 10.9 eV.

Geometry as XYZ:
```
21
Properties=species:S:1:pos:R:3:forces:R:3
C -0.930687 0.396210 -1.136623 0.014 -0.735 0.151
O 0.411655 0.115543 -1.575943 -0.553 -1.048 0.157
H -0.839368 1.183041 -0.395999 -0.906 -0.044 -0.563
H -1.577431 0.548438 -1.999926 0.116 0.775 0.032
H -1.412748 -0.451425 -0.635240 0.632 -0.324 0.074
H 0.913747 0.896260 -1.333240 0.014 0.302 -0.187
H 0.139770 2.739003 1.636602 -0.023 0.088 0.322
H -0.645320 1.420629 1.669862 -0.097 0.883 -0.301
O -0.672110 2.351161 1.296509 0.308 -0.823 0.557
H -0.206428 -1.051931 1.714574 -0.124 0.645 0.735
H -0.573876 -0.744669 3.156836 -0.177 -0.152 0.653
O -0.381894 -0.295349 2.343462 0.299 -0.400 -1.399
H -0.017607 -3.646898 1.376933 -0.043 0.204 0.090
H 0.416815 -2.780862 0.177566 0.075 0.081 -0.171
O 0.241491 -2.748754 1.142844 -0.111 -0.257 0.217
H 0.105705 2.848384 -0.412985 -0.312 0.107 0.527
H 1.238617 3.154453 -1.428118 -0.462 0.035 0.076
O 0.384141 2.706999 -1.319363 1.191 0.659 -0.705
H 1.815784 -2.561680 -1.386260 0.689 -0.373 -0.058
H 0.724398 -1.547352 -1.467604 -0.198 -0.265 -0.183
O 0.865343 -2.531211 -1.423882 -0.331 0.642 -0.025
```
Positions in Å, forces in eV/Å.

[4]
This record from the OMol25 dataset describes 5 unconnected molecules or ions with the total composition C46H55ClIN5O13P at a distorted geometry. The level of theory is ωB97M-V with the def2-TZVPD basis set.

As for the total charge: +1. The HOMO energy is -9.735 eV. As for the frontier orbital gap: 6.7 eV.

Geometry as XYZ:
```
122
Properties=species:S:1:pos:R:3:forces:R:3
C 0.823160 -3.701835 -0.264250 0.052 0.277 0.732
C 0.830902 -2.998188 0.937686 -0.496 -0.012 -1.059
C -0.315568 -2.023611 1.262288 0.236 -2.284 1.842
N -1.229116 -1.851619 0.116298 0.367 0.174 0.751
C -0.862522 -0.975244 -0.816846 0.581 1.170 -1.035
C 0.461666 -0.220003 -0.752763 0.078 -0.409 0.781
C 0.374949 1.245736 -0.232590 0.702 -0.573 0.012
C -0.454936 1.439368 1.052458 -0.035 0.415 -0.524
I 0.728855 1.593607 2.856983 -0.239 -0.081 -0.304
C -1.688709 -0.721491 -1.924695 -0.589 -0.254 -0.128
C -1.319526 0.298338 -2.990269 -0.370 -0.056 -0.051
C -2.238188 1.531909 -3.073540 0.264 -0.063 -0.500
O -1.971853 2.551058 -2.096118 -0.711 0.116 0.021
C -2.822555 2.507073 -1.028030 -0.739 0.216 1.058
O -2.994293 1.511604 -0.359007 0.430 0.183 -1.028
C -3.561570 3.804025 -0.662317 0.695 -0.562 1.114
C -3.837288 3.768060 0.861841 -0.001 -0.312 0.146
C -2.888569 -1.434743 -2.060750 0.822 0.738 0.124
C -3.752044 -1.217728 -3.301413 -0.715 -0.844 0.571
C -5.112840 -0.446647 -3.133598 -0.106 -0.222 -0.929
C -6.271704 -1.237217 -3.779920 0.390 0.370 -0.431
Cl -5.476028 0.102656 -1.474640 0.014 -0.132 -0.255
C -3.238800 -2.359534 -1.034941 -1.029 0.411 -1.179
C -4.567293 -3.087836 -1.196635 0.004 -0.920 0.655
C -5.689444 -2.902612 -0.115761 -0.181 0.158 0.057
C -5.529678 -1.842839 1.003771 -0.598 -0.281 0.330
C -2.380241 -2.561991 0.020588 -1.122 -0.500 0.171
P -2.700403 -3.802812 1.350337 1.587 -0.714 0.976
O -1.476191 -4.514037 1.721363 0.390 -0.014 -0.215
O -3.772131 -4.903398 0.887267 -0.469 1.190 0.314
O -3.215542 -2.966863 2.634016 -0.679 -0.717 -1.057
H 1.482133 -3.419803 -1.088130 1.336 -1.607 0.792
H 0.131316 -4.552446 -0.323383 -1.239 1.413 -1.098
H 1.616156 -3.140700 1.685179 0.663 1.621 -0.680
H -0.833136 -2.407992 2.150715 -0.347 0.502 -0.292
H 0.126261 -1.075764 1.579301 -0.019 -0.109 -0.406
H 0.885910 -0.286730 -1.760389 -0.027 0.293 0.228
H 1.199822 -0.723224 -0.125036 -0.320 -0.164 -0.165
H 0.077647 1.901511 -1.055434 -0.377 0.044 0.408
H 1.407208 1.527204 0.017799 -0.175 -0.050 -0.293
H -0.984725 2.387237 0.964033 0.090 -0.148 0.389
H -1.197307 0.662530 1.239264 0.104 0.163 -0.052
H -0.291874 0.660883 -2.944473 -0.184 -0.117 0.158
H -1.410275 -0.215266 -3.957477 0.188 0.221 0.148
H -3.307480 1.309101 -3.043109 0.259 -0.233 0.172
H -2.046864 1.993388 -4.046427 0.049 0.063 0.250
H -2.947245 4.679506 -0.893594 -0.285 -0.128 -0.364
H -4.544150 3.807537 -1.148467 0.424 0.161 -0.450
H -4.666979 3.095211 1.108843 0.087 0.211 -0.180
H -2.976957 3.378505 1.419390 -0.075 0.181 -0.198
H -4.025849 4.762115 1.263703 -0.245 -0.174 -0.214
H -3.221141 -0.756642 -4.132145 0.117 -0.052 0.318
H -4.026071 -2.224754 -3.647059 0.189 0.257 -0.067
H -5.025556 0.460365 -3.740374 -0.038 0.013 0.438
H -7.255408 -0.860863 -3.490363 0.199 -0.136 0.129
H -6.186558 -2.319414 -3.645650 -0.231 0.206 0.254
H -6.175295 -1.060026 -4.862298 -0.097 -0.168 0.207
H -4.318328 -4.159353 -1.228160 -0.136 0.241 0.020
H -5.027292 -2.904342 -2.164102 0.392 0.279 0.197
H -6.621152 -2.669582 -0.646804 0.291 0.015 -0.002
H -5.888512 -3.867177 0.358807 0.209 0.124 -0.196
H -4.541058 -1.405261 1.150496 -0.124 -0.001 -0.294
H -6.260444 -1.041687 0.862361 0.339 -0.007 0.003
H -5.810709 -2.307019 1.961194 0.103 0.146 -0.157
H -3.765954 -5.573147 1.592482 0.084 -0.228 -0.315
H -4.047793 -3.357560 2.942083 -0.024 0.465 0.258
C 3.966772 4.053470 -4.129415 0.011 -0.003 -0.001
C 2.725893 4.176973 -3.517362 0.105 -0.047 -0.082
C 1.583861 3.744852 -4.171976 -0.165 0.033 0.222
C 1.701629 3.188346 -5.435227 0.272 0.124 0.200
C 2.930452 3.065623 -6.059964 0.147 -0.093 -0.225
C 4.068009 3.502501 -5.400243 -0.057 0.049 0.144
N 0.496031 2.707265 -6.120524 0.013 0.010 -0.071
O -0.571058 2.847681 -5.546900 -0.030 -0.056 0.012
O 0.626788 2.194477 -7.209567 -0.022 -0.005 0.023
H 4.858119 4.387261 -3.613772 -0.017 0.005 -0.016
H 2.649592 4.608381 -2.528190 -0.033 0.005 -0.023
H 0.619227 3.843184 -3.692878 -0.047 -0.044 -0.138
H 3.013293 2.634771 -7.047512 -0.158 -0.012 0.018
H 5.035155 3.410484 -5.875442 -0.031 -0.008 -0.022
C 6.402473 -1.772407 4.511247 -0.070 0.018 -0.046
C 6.753814 -2.432910 3.339506 0.073 0.111 0.147
C 5.933615 -2.345326 2.226133 0.127 -0.135 -0.134
C 4.772803 -1.592385 2.300416 0.193 -0.024 0.274
C 4.408026 -0.935298 3.464029 -0.210 0.181 0.139
C 5.230068 -1.028761 4.574638 0.125 -0.103 -0.026
N 3.916404 -1.477576 1.118886 0.089 0.003 -0.049
O 4.240782 -2.076039 0.115163 -0.096 -0.012 -0.024
O 2.916771 -0.781256 1.206300 0.065 0.055 0.052
H 7.046893 -1.837025 5.378882 -0.006 -0.003 -0.019
H 7.668916 -3.014556 3.291882 -0.384 0.347 -0.018
H 6.208106 -2.859190 1.315540 -0.113 0.077 -0.051
H 3.498005 -0.353271 3.514518 -0.003 -0.035 -0.162
H 4.959756 -0.518761 5.489651 -0.026 0.005 -0.031
C 7.185769 -9.235365 2.845462 -0.005 -0.007 -0.002
C 8.235201 -9.091401 1.947413 -0.111 0.028 0.102
C 8.862970 -7.864692 1.804773 0.183 -0.100 -0.190
C 8.431639 -6.795190 2.570172 -0.174 -0.295 0.072
C 7.382308 -6.921919 3.464182 -0.168 0.113 0.189
C 6.757325 -8.150881 3.599751 0.072 -0.083 -0.102
N 9.110539 -5.500843 2.438744 0.089 0.048 -0.028
O 10.011822 -5.412309 1.636064 -0.022 0.025 -0.009
O 8.728230 -4.585229 3.150403 0.263 -0.441 -0.053
H 6.700812 -10.196538 2.958747 0.006 0.018 -0.006
H 8.566099 -9.937268 1.360243 0.017 0.033 -0.006
H 9.679309 -7.756110 1.105234 0.005 0.148 0.066
H 7.048583 -6.080764 4.055000 0.127 0.067 -0.071
H 5.937972 -8.265103 4.296584 0.017 0.033 -0.001
C -3.733035 10.448569 3.479192 -0.002 0.006 0.004
C -3.385760 10.620331 2.145566 -0.024 -0.060 0.134
C -2.932012 9.542766 1.402561 0.022 0.154 -0.232
C -2.835797 8.301159 2.007311 -0.122 0.259 0.181
C -3.171684 8.116525 3.337611 -0.036 -0.177 0.216
C -3.622146 9.199156 4.075273 0.000 0.110 -0.101
N -2.378586 7.152762 1.217183 0.089 0.009 -0.011
O -2.073092 7.345983 0.056896 -0.023 -0.044 -0.011
O -2.335134 6.066239 1.764268 0.208 0.218 0.042
H -4.092288 11.291300 4.055828 0.015 -0.013 -0.008
H -3.471692 11.594788 1.684254 0.017 -0.027 -0.019
H -2.662607 9.679925 0.365230 0.023 -0.157 0.010
H -3.089271 7.145173 3.803749 0.048 -0.038 -0.146
H -3.890511 9.068899 5.114893 0.015 -0.029 -0.018
```
Positions in Å, forces in eV/Å.

Number 1: electronic energy -10016.7748 eV. Number 2: electronic energy -33837.4444 eV. Number 3: electronic energy -13549.2053 eV. Number 4: electronic energy -112556.2521 eV.